*P*
The following is a DFT calculation (ωB97M-V/def2-TZVPD) of one molecule with the formula H2N2P2.

Last column: Löwdin charge in e.
Cartesian coordinates (Å):
N -1.264 1.950 -0.175  -0.62
P -0.794 1.669 1.316  0.67
P 0.012 0.780 -0.951  0.65
N 0.225 0.292 0.698  -0.59
H -0.917 -0.347 -1.094  -0.08
H 1.183 0.095 0.868  -0.03

Properties
total charge: 0
LUMO level: -0.004 Ha
SMILES string: N1=P2=[P@H]1N2
highest occupied orbital energy: -9.75 eV

---

*Q*
The following is a DFT calculation (ωB97M-V/def2-TZVPD) of one molecule with the formula H2N2P2.

Last column: Löwdin charge in e.
Cartesian coordinates (Å):
N -0.668 1.711 1.363  -0.65
P -0.967 0.289 2.032  0.66
P 0.424 1.178 0.175  0.63
N -0.101 -0.428 0.746  -0.55
H -0.426 1.281 -0.849  -0.12
H 0.397 -1.351 0.743  0.03

Properties
total charge: 0
LUMO level: 0.003 Ha
SMILES string: N1=P2=[P@H]1N2
highest occupied orbital energy: -9.39 eV

---

Short version: *P* is the least stable of them.

---

*P*
The following is a DFT calculation (ωB97M-V/def2-TZVPD) of one molecule with the formula C2H5OPS.

Last column: Löwdin charge in e.
Cartesian coordinates (Å):
C -0.906 0.404 0.166  -0.71
C 1.096 -1.235 -0.010  -0.35
O -2.591 1.977 -0.925  -0.57
P 0.558 0.122 1.168  0.74
S -1.328 1.987 -0.300  0.82
H -1.550 -0.414 -0.058  0.03
H 2.120 -1.030 -0.132  -0.01
H 0.399 -0.908 -0.899  0.05
H 0.907 -2.273 0.317  0.04
H 1.296 1.371 0.674  -0.03

Properties
total charge: 0
LUMO level: -0.016 Ha
highest occupied orbital energy: -8.56 eV

---

*Q*
The following is a DFT calculation (ωB97M-V/def2-TZVPD) of C2H5OPS as an isolated structure.

Last column: Löwdin charge in e.
Cartesian coordinates (Å):
C -1.342 -0.561 -0.109  -0.68
C 0.882 0.193 0.216  -0.95
O 2.190 0.480 0.103  -0.11
P -0.713 1.231 -0.111  0.80
S 0.282 -1.447 -0.174  0.78
H -1.761 -0.898 0.763  -0.02
H -2.079 -0.707 -0.867  0.02
H 0.659 0.630 2.177  0.11
H 2.638 -0.257 -0.358  0.10
H -0.757 1.335 -1.638  -0.05

Properties
total charge: 0
LUMO level (alpha / beta): -0.005 / -0.005 Ha
highest occupied orbital energy (alpha / beta): -7.99 / -7.97 eV

---

Short version: *Q* is the least stable of them.

---

*P*
The following is a DFT calculation (ωB97M-V/def2-TZVPD) of a 2-piece molecular cluster, C2H5OPS overall.

Last column: Löwdin charge in e.
Cartesian coordinates (Å):
C -0.593 -0.548 0.033  -0.28
C 0.513 0.405 -0.476  -0.58
O 0.845 0.385 2.835  -0.57
P -0.027 -0.745 2.549  0.88
S 0.050 0.873 -2.275  0.68
H -1.586 -0.089 0.187  0.04
H -0.501 -1.621 -0.079  0.02
H 1.529 -0.052 -0.356  0.07
H 0.583 1.385 -0.074  0.02
H -0.813 0.008 -2.344  -0.27

Properties
total charge: 0
LUMO level (alpha / beta): -0.044 / -0.044 Ha
highest occupied orbital energy (alpha / beta): -7.96 / -7.96 eV

---

*Q*
The following is a DFT calculation (ωB97M-V/def2-TZVPD) of a 2-piece molecular cluster, C2H5OPS overall.

Last column: Löwdin charge in e.
Cartesian coordinates (Å):
C -1.608 0.065 0.094  -1.07
C 0.451 1.158 0.601  -0.12
O 1.313 0.336 -0.021  -0.11
P -1.332 -1.695 0.256  0.76
S -2.904 0.947 0.002  0.57
H 0.397 1.132 1.686  0.08
H 0.433 2.073 0.178  0.04
H 1.568 0.879 -0.831  0.14
H -1.216 -1.684 -1.069  -0.12
H -0.001 -1.665 0.286  -0.16

Properties
total charge: 0
LUMO level (alpha / beta): 0.002 / 0.002 Ha
highest occupied orbital energy (alpha / beta): -7.02 / -7.01 eV

---

Short version: *Q* is the least stable of them.

---

*P*
The following is a DFT calculation (ωB97M-V/def2-TZVPD) of C3HF2NO as an isolated structure.

Last column: Löwdin charge in e.
Cartesian coordinates (Å):
C -0.856 -0.350 -0.045  -0.23
C -0.551 0.963 -0.055  -0.01
C 1.149 -0.286 0.173  -0.41
H -1.079 1.839 0.060  0.10
N 0.831 0.954 -0.024  0.16
O 0.228 -1.169 0.166  0.23
F -2.075 -1.026 -0.100  0.07
F 2.353 -0.926 -0.174  0.08

Properties
total charge: 0
LUMO level: 0.022 Ha
highest occupied orbital energy: -10.04 eV

---

*Q*
The following is a DFT calculation (ωB97M-V/def2-TZVPD) of one molecule with the formula C3HF2NO.

Last column: Löwdin charge in e.
Cartesian coordinates (Å):
F -0.749 -1.255 1.726  0.19
C -0.383 -0.532 0.739  -0.41
C -0.457 -0.752 -0.605  -0.02
N 0.232 0.366 -1.204  0.15
C 0.709 1.050 -0.252  -0.39
F 1.098 2.293 -0.312  0.17
O 0.364 0.533 1.045  0.17
H -0.814 -1.703 -1.137  0.14

Properties
total charge: 0
LUMO level: 0.027 Ha
SMILES string: Fc1cnc(F)o1
highest occupied orbital energy: -9.55 eV

---

Short version: *P* is the least stable of them.

---

*P*
The following is a DFT calculation (ωB97M-V/def2-TZVPD) of one molecule with the formula C8H12O3.

Last column: Löwdin charge in e.
Cartesian coordinates (Å):
C 2.322 -3.100 0.120  0.03
C 2.250 -1.852 -0.571  -0.09
C 1.981 -0.356 -1.268  -0.14
C 0.940 0.455 -0.259  -0.29
C -0.581 0.228 -0.916  -0.09
C -1.755 0.573 0.187  -0.35
C -2.441 -0.804 0.803  -0.09
O -2.846 1.345 -0.492  -0.13
O 1.271 1.878 -0.091  -0.08
C 1.525 2.236 1.313  -0.13
O 0.799 1.876 2.374  -0.04
H 2.185 -3.878 1.015  0.06
H 2.995 0.202 -1.446  0.12
H 1.515 -0.538 -2.351  0.12
H 0.926 -0.164 0.752  0.16
H -0.690 0.789 -1.938  0.13
H -0.694 -0.935 -1.155  0.13
H -1.392 1.244 1.086  0.14
H -3.178 -0.460 1.676  0.10
H -3.114 -1.282 -0.053  0.09
H -1.638 -1.593 1.184  0.09
H -2.818 1.163 -1.481  0.10
H 2.438 2.972 1.511  0.17

Properties
total charge: 0
LUMO level: 0.007 Ha
SMILES string: C#CC[C@H](C[C@H](C)O)OC=O
highest occupied orbital energy: -9.64 eV

---

*Q*
The following is a DFT calculation (ωB97M-V/def2-TZVPD) of one molecule with the formula C8H12O3.

Last column: Löwdin charge in e.
Cartesian coordinates (Å):
C 1.419 -0.715 0.093  -0.35
C 2.428 -1.178 -0.658  0.07
C -2.175 -1.207 0.008  -0.09
C -1.790 -0.820 1.333  -0.09
C 1.525 0.437 0.989  -0.07
C -0.941 -0.459 0.176  -0.45
C -0.596 0.928 -0.256  -0.27
C -0.536 1.180 -1.671  -0.02
O 0.158 -1.345 -0.047  -0.01
O 2.684 1.159 0.898  0.00
O -1.142 1.783 0.736  0.00
H 2.067 -2.041 -1.199  0.07
H 3.528 -0.835 -0.589  0.09
H -1.979 -2.238 -0.378  0.13
H -3.199 -0.709 -0.375  0.17
H -2.278 -0.059 1.883  0.09
H -1.391 -1.549 2.105  0.14
H 1.053 0.598 1.861  0.09
H -0.019 2.118 -1.685  0.09
H -1.526 1.107 -2.177  0.12
H 0.135 0.521 -2.185  0.09
H 3.395 0.609 0.513  0.08
H -0.821 2.715 0.624  0.13

Properties
total charge: 0
LUMO level (alpha / beta): 0.025 / 0.015 Ha
highest occupied orbital energy (alpha / beta): -7.22 / -7.27 eV

---

Short version: *P* is the least stable of them.